# C4H7N3O

A molecular structure, C4H7N3O (ωB97M-V/def2-TZVPD, OMol25).

Computed properties:
F_max ... 5.72 eV/A
2S+1 ... 1
HOMO-LUMO gap ... 7.48 eV
Relative energy (zero: lowest compared OMol25 entry of this formula, charge and spin) ... 76.3 kcal/mol
LUMO energy ... 0.66 eV
DFT total energy ... -10776.43671 eV
Net charge ... 0

The geometry in XYZ format:
```
15
Properties=species:S:1:pos:R:3:forces:R:3
C -1.371366 1.703907 0.038520 0.011 -0.183 -0.259
N 1.007781 -1.107121 0.844028 0.016 0.310 -2.825
C 1.581188 -0.115892 0.124195 3.933 3.043 2.827
C -0.263966 -0.641278 0.163718 -3.582 1.429 0.787
C -0.231996 0.761889 0.179037 -1.940 -3.291 -0.220
N -1.233108 -1.534630 -0.270667 -0.330 -0.269 0.437
O 2.708552 -0.314961 -0.572091 -0.923 -0.160 0.939
N 1.051150 1.140270 0.330517 2.985 -1.289 -1.409
H 3.033923 0.556985 -0.838177 -0.162 0.212 -0.106
H 1.303178 -2.054085 0.632266 0.054 0.075 -0.354
H -1.596182 -2.152125 0.445278 -0.147 -0.053 -0.086
H -0.994605 -2.058066 -1.106428 -0.021 0.060 0.161
H -2.217233 1.204576 -0.432408 0.018 -0.036 0.035
H -1.085568 2.565566 -0.562159 0.014 0.071 0.045
H -1.691749 2.044964 1.024370 0.076 0.079 0.028
```
Positions in Å, forces in eV/Å.


# C8H11BBr3F3O5S

C8H11BBr3F3O5S in the gas phase (ωB97M-V/def2-TZVPD, OMol25).

Computed properties:
F_max ... 0.68 eV/A
2S+1 ... 1
HOMO-LUMO gap ... 10.74 eV
Structure (SMILES) ... CCB(O)[C@@]1(Br)OS(=O)(=O)O[C@H]1CC[C@](F)(Br)C(F)(F)Br
LUMO energy ... 0.09 eV
DFT total energy ... -248504.47836 eV
Net charge ... 0

The geometry in XYZ format:
```
32
Properties=species:S:1:pos:R:3:forces:R:3
C 1.425544 1.086764 2.187311 0.022 -0.091 -0.044
C 2.698772 0.814696 1.359888 0.084 0.005 -0.011
B 2.454745 0.737938 -0.181468 -0.044 -0.054 0.015
O 2.880155 1.745414 -0.975110 -0.299 0.202 0.024
C 1.717805 -0.543617 -0.847434 -0.157 -0.119 0.557
Br 2.870309 -1.094833 -2.348240 0.030 -0.024 -0.140
O 1.669077 -1.573069 0.133979 0.219 0.203 -0.097
S 0.613648 -2.702869 -0.269958 -0.161 0.089 -0.031
O 1.205888 -3.625566 -1.160220 0.089 -0.240 -0.201
O -0.027387 -3.134856 0.908702 -0.116 -0.122 0.270
O -0.340197 -1.723052 -1.082961 0.026 0.008 0.035
C 0.246199 -0.440445 -1.326430 0.195 0.342 -0.553
C -0.555500 0.686800 -0.700321 0.112 -0.038 0.172
C -2.006214 0.760129 -1.194444 0.209 -0.194 -0.171
C -3.085671 -0.075595 -0.497687 -0.228 0.316 0.008
F -3.152840 -1.318520 -1.023238 0.033 -0.204 0.051
Br -4.802944 0.799754 -0.848671 0.090 -0.047 -0.029
C -2.892569 -0.221037 1.029810 0.164 0.026 0.241
F -1.817433 -1.009990 1.248980 -0.310 0.367 -0.010
F -2.624268 1.006018 1.542431 -0.035 -0.319 -0.117
Br -4.378289 -0.989887 1.985891 0.100 -0.022 -0.063
H 1.686788 1.491900 3.162533 -0.003 -0.030 0.057
H 0.855065 0.172021 2.351803 -0.039 -0.008 -0.048
H 0.767853 1.809954 1.703651 0.031 0.098 0.059
H 3.143130 -0.126353 1.694521 0.008 0.009 0.052
H 3.432616 1.599563 1.551136 -0.004 0.037 -0.049
H 2.673462 1.647938 -1.911850 0.190 -0.111 -0.063
H 0.245615 -0.278882 -2.405386 -0.044 -0.186 -0.031
H -0.483829 0.683768 0.383931 -0.004 -0.081 -0.015
H -0.059364 1.602465 -1.035893 -0.033 0.051 0.019
H -2.334475 1.793748 -1.202120 0.033 0.054 0.154
H -2.025690 0.419699 -2.233135 -0.159 0.085 -0.041
```
Positions in Å, forces in eV/Å.


# C7H14N

A molecular structure, C7H14N (ωB97M-V/def2-TZVPD, OMol25).

Computed properties:
F_max ... 5.75 eV/A
2S+1 ... 1
HOMO-LUMO gap ... 9.59 eV
Relative energy (zero: lowest compared OMol25 entry of this formula, charge and spin) ... 80.4 kcal/mol
LUMO energy ... -4.66 eV
DFT total energy ... -8965.59322 eV
Net charge ... +1

The geometry in XYZ format:
```
22
Properties=species:S:1:pos:R:3:forces:R:3
C -2.821554 -0.479106 0.312293 2.220 -0.777 0.960
C 0.363622 -1.957907 0.294585 -0.073 -1.407 1.757
C -1.807360 -0.490056 -0.523739 3.458 1.951 1.677
C -0.192944 1.195000 1.102690 1.633 -3.655 0.676
C 0.207560 1.127844 -1.371376 -3.141 0.356 0.234
C 2.241431 -0.413352 -0.076199 3.246 1.470 -1.027
C -0.070228 0.253795 -0.121796 -5.256 1.253 -1.960
N 0.852460 -0.819211 0.052809 0.375 -0.382 -0.893
H -3.644298 -1.007638 -0.068367 -1.601 -0.213 0.081
H -2.577194 -0.413610 1.377805 -0.918 0.765 -0.218
H -0.730568 -1.983779 0.524246 1.130 -0.259 -0.665
H 0.992410 -2.829844 0.519630 -0.062 0.439 -0.452
H -1.907474 -0.941546 -1.469841 0.369 -0.002 -1.435
H -0.255296 0.463394 2.001943 -0.100 1.724 -1.011
H -1.069414 1.757255 0.957107 -0.895 0.927 0.170
H 0.739403 1.778956 1.143422 -0.604 0.112 0.343
H -0.889998 1.507086 -1.759275 3.061 -0.526 1.061
H 0.859538 1.914573 -1.031072 -0.006 0.736 -0.369
H 0.665061 0.633498 -2.194387 0.243 -0.646 -0.662
H 3.052863 -1.198796 0.073302 -1.650 0.631 0.090
H 2.370602 0.401949 0.699904 0.080 -1.028 -0.851
H 2.569228 0.114054 -1.128064 -1.511 -1.470 2.494
```
Positions in Å, forces in eV/Å.


# C9H7NO

C9H7NO in the gas phase (ωB97M-V/def2-TZVPD, OMol25).

Computed properties:
F_max ... 8.72 eV/A
2S+1 ... 1
HOMO-LUMO gap ... 9.25 eV
Structure (SMILES) ... c1cncc(-c2ccco2)c1
Relative energy (zero: lowest compared OMol25 entry of this formula, charge and spin) ... 75.3 kcal/mol
LUMO energy ... 0.62 eV
DFT total energy ... -12980.90325 eV
Net charge ... 0

The geometry in XYZ format:
```
18
Properties=species:S:1:pos:R:3:forces:R:3
C 2.295158 -0.063958 -1.565031 -6.584 4.960 -2.854
C 1.916260 1.008914 -2.455204 0.812 -0.624 2.626
N 0.795222 1.701553 -2.231718 -0.075 -0.220 -1.114
C -0.077929 1.229543 -1.333684 -0.307 -1.361 0.906
C 0.179195 0.130007 -0.529412 0.160 -0.908 0.264
C -0.693038 -0.334730 0.571555 -0.893 1.626 -0.321
C -0.434932 -0.579631 1.860578 -2.639 -0.889 1.429
C -1.742919 -0.800007 2.564326 -0.023 -1.068 1.109
C -2.612248 -0.620255 1.544119 -5.746 0.794 2.601
O -2.080675 -0.225799 0.442158 1.889 -0.178 -3.145
C 1.401322 -0.519148 -0.698752 -0.546 -0.162 2.670
H 3.128298 -0.479797 -1.589700 7.572 -3.403 -0.667
H 2.744366 1.354078 -3.088702 -0.979 0.357 -0.256
H -1.088916 1.566997 -1.095584 0.383 1.285 -0.932
H 0.465972 -0.504845 2.348266 2.022 -0.184 0.759
H -2.118956 -1.176650 3.660980 1.603 1.207 -3.051
H -3.873712 -0.488941 1.540928 3.990 -0.768 0.135
H 1.797533 -1.197331 0.054879 -0.640 -0.464 -0.161
```
Positions in Å, forces in eV/Å.